Model i:
13
Properties=species:S:1:pos:R:3 method="wB97M-V/def2-TZVPD" charge=0 homo_energy_ev=-9.082 lumo_ev=0.16 gap_ev=9.24
C 1.959 -2.172 0.140
C 1.946 -1.181 -0.543
C 1.980 0.052 -1.253
N 0.950 0.652 -1.672
S -0.662 0.062 -1.202
C -0.859 0.791 0.460
C -2.322 0.788 0.893
O 0.073 1.207 1.059
H 1.992 -3.067 0.721
H 2.891 0.504 -1.561
H -2.600 -0.258 1.101
H -2.940 1.177 0.047
H -2.408 1.445 1.811

Model ii:
13
Properties=species:S:1:pos:R:3 method="wB97M-V/def2-TZVPD" smiles="C=C(C#N)OCC=S" charge=0 homo_energy_ev=-9.104 lumo_ev=-0.73 gap_ev=8.37
C -1.655 -1.466 -0.713
C -0.877 -0.529 -0.165
C -1.291 0.852 -0.469
N -1.461 1.964 -0.714
O 0.174 -0.804 0.586
C 0.925 0.290 1.125
C 1.813 0.784 -0.014
S 2.684 -0.214 -0.913
H -2.363 -1.189 -1.494
H -1.650 -2.528 -0.389
H 1.521 -0.155 1.958
H 0.354 1.107 1.474
H 1.825 1.887 -0.271

Model iii:
13
Properties=species:S:1:pos:R:3 method="wB97M-V/def2-TZVPD" smiles="NC(=S)c1ccoc1" charge=0 homo_energy_ev=-8.465 lumo_ev=0.62 gap_ev=9.08
N 1.761 -1.537 -0.007
C 0.701 -1.451 0.730
S 0.260 -2.169 2.141
C -0.194 0.073 0.196
C -1.549 0.492 0.413
C -1.709 1.574 -0.431
O -0.548 1.891 -1.075
C 0.393 0.943 -0.663
H 1.897 -0.754 -0.661
H 2.453 -2.351 0.146
H -2.208 -0.049 1.002
H -2.609 2.088 -0.548
H 1.351 1.250 -1.244

Last place for stability: model i